[1]
Entry from the Open Molecules 2025 dataset: a 2-piece molecular cluster, C2H5ClOS overall at a distorted geometry (ωB97M-V with the def2-TZVPD basis set).

ORCA input file:
```
! RIJCOSX wB97M-V def2-TZVPD def2/J DEFGRID3
* xyz 0 3
C -2.1149 -0.2155 1.0836
C 1.4403 0.1957 -1.2567
O 2.1415 0.6881 -2.2447
S 2.3597 -0.2219 0.1488
Cl -1.6212 0.5993 -0.5284
H -3.1171 -0.0531 1.2964
H -2.0019 -1.2782 0.9496
H -1.4855 0.1630 2.0182
H 3.0414 0.9043 -2.1013
H 1.3577 -0.7817 0.6343
*
```

The value obtained for the relative energy (zero: lowest compared OMol25 entry of this formula, charge and spin) is 35.8 kcal/mol.


[2]
Entry from the Open Molecules 2025 dataset: one molecule with the formula C3H4N2O at a distorted geometry (ωB97M-V with the def2-TZVPD basis set).

ORCA input file:
```
! RIJCOSX wB97M-V def2-TZVPD def2/J DEFGRID3
* xyz 0 1
C 2.2517 -0.1671 0.0148
N 0.9841 -0.3575 -0.2865
N 0.3140 0.7985 -0.1127
C -0.9553 0.7893 0.1796
C -1.9099 -0.3848 0.1804
O -3.0452 -0.1586 -0.2340
H 2.8638 0.7677 0.0437
H 2.7395 -1.3965 0.1039
H -1.6234 1.6660 -0.2026
H -1.6193 -1.5569 0.3133
*
```

The value obtained for the relative energy (zero: lowest compared OMol25 entry of this formula, charge and spin) is 112.2 kcal/mol. As for the SMILES: C=N/N=C\C=O.


[3]
Entry from the Open Molecules 2025 dataset: C41H43FIrN7O3 as an isolated structure (ωB97M-V with the def2-TZVPD basis set).

ORCA input file:
```
! RIJCOSX wB97M-V def2-TZVPD def2/J DEFGRID3
* xyz 1 2
Ir -0.2875 0.0746 0.4299
C 3.8299 -0.9118 -2.1883
C 3.3445 -1.6902 -0.9563
C 4.0581 -3.0408 -0.8648
C 3.5529 -0.8770 0.3067
C 4.8390 -0.4201 0.5506
C 5.1222 0.3642 1.6521
C 4.1140 0.6644 2.5446
C 2.8022 0.2232 2.3689
C 1.8476 0.6410 3.4943
C 1.1997 1.9903 3.1585
C 0.8458 -0.3988 4.0024
C 2.5260 -0.5356 1.2114
N 1.2019 -1.0842 0.9703
C 1.1910 -2.4917 1.2510
C 2.0231 -3.0011 2.2626
C 2.0532 -4.3427 2.5904
C 1.2640 -5.2450 1.8933
C 0.4855 -4.7908 0.8434
C 0.4709 -3.4495 0.5345
F -0.2015 -3.1055 -0.5791
H 3.5601 -1.4412 -3.1046
H 4.9160 -0.8112 -2.1829
H 3.4112 0.0971 -2.2241
H 2.2807 -1.8992 -1.0770
H 5.1348 -2.9132 -0.7437
H 3.8920 -3.6188 -1.7759
H 3.6889 -3.6244 -0.0189
H 5.6301 -0.6703 -0.1449
H 6.1276 0.7269 1.8223
H 4.3424 1.2430 3.4320
H 2.5056 0.8380 4.3435
H 0.6090 1.9407 2.2443
H 1.9640 2.7544 3.0025
H 0.5421 2.3165 3.9657
H 0.0351 -0.6122 3.3115
H 0.3917 -0.0275 4.9226
H 1.3447 -1.3334 4.2470
H 2.6529 -2.3140 2.8011
H 2.6964 -4.6827 3.3905
H 1.2717 -6.2964 2.1465
H -0.1025 -5.4662 0.2364
N 0.4315 -1.6124 -2.7662
C -0.6299 -0.7782 -2.8890
C -2.0111 -1.3551 -3.0193
C -2.6439 -0.8317 -4.2886
C -2.5769 0.4855 -4.4113
C -1.9704 1.1477 -3.1955
C -0.6285 0.5626 -2.8294
C 0.4891 1.3350 -2.2522
C 1.2125 2.2108 -3.0571
C 2.2803 2.9404 -2.5563
C 2.6257 2.7927 -1.2272
C 1.9149 1.9247 -0.4066
C 0.8457 1.1709 -0.8886
H 1.2948 -1.2121 -2.4417
H 0.2574 -2.5544 -2.4640
H -2.0279 -2.4403 -2.9456
H -3.0796 -1.5007 -5.0174
H -2.9368 1.0593 -5.2538
H -1.9651 2.2347 -3.2187
H 0.9336 2.3024 -4.1008
H 2.8345 3.6126 -3.1982
H 3.4514 3.3551 -0.8092
H 2.2109 1.8762 0.6335
O -1.5423 0.7925 2.1533
N -2.1348 1.9062 2.1124
N -2.1520 2.4596 0.9706
O -1.5768 1.8950 -0.0875
C -2.7895 3.7319 0.7719
C -2.4162 4.4762 -0.3353
C -3.0215 5.7085 -0.5401
C -3.9743 6.1774 0.3508
C -4.3301 5.4128 1.4552
C -3.7432 4.1782 1.6752
H -1.6516 4.1043 -1.0029
H -2.7360 6.3054 -1.3959
H -4.4391 7.1406 0.1893
H -5.0767 5.7758 2.1486
H -4.0131 3.5730 2.5286
C -4.1384 -2.8376 1.7590
N -3.7029 -2.1577 0.5427
C -4.5143 -2.0176 -0.5520
C -4.1361 -1.3675 -1.6488
C -2.7731 -0.7642 -1.7674
N -2.0061 -0.8874 -0.5381
C -2.4573 -1.5719 0.5334
O -1.7381 -1.6431 1.5401
N -2.9154 0.7286 -2.0637
H -5.1988 -3.0578 1.6671
H -3.9700 -2.1984 2.6223
H -3.5863 -3.7651 1.9057
H -5.4863 -2.4861 -0.4749
H -4.7881 -1.3192 -2.5108
H -3.8853 0.9588 -2.2694
H -2.5955 1.2444 -1.2062
*
```

The value obtained for the relative energy (zero: lowest compared OMol25 entry of this formula, charge and spin) is 90.2 kcal/mol.


[4]
Entry from the Open Molecules 2025 dataset: C48H43Cl2F4N10O2RbS2 as an isolated structure (ωB97M-V with the def2-TZVPD basis set).

ORCA input file:
```
! RIJCOSX wB97M-V def2-TZVPD def2/J DEFGRID3
* xyz -2 1
Rb -0.0622 -0.4984 -0.7368
C 0.7950 -1.8721 4.8229
C 0.6705 -2.0373 3.3198
N 1.3686 -1.2905 2.5293
N 2.4123 -0.6397 3.0999
C 2.8643 0.5161 2.9009
S 2.5065 1.3494 0.2884
S 4.5330 0.8320 3.5444
C 5.0871 -0.8816 3.6922
C 5.2833 -1.5584 2.3544
C 6.2044 -1.0675 1.4291
C 6.3709 -1.6888 0.2001
C 5.6119 -2.8091 -0.1233
C 4.6902 -3.3006 0.7889
C 4.5277 -2.6776 2.0222
C -0.2190 -3.0996 2.8104
C -0.8401 -3.9678 3.7257
C -1.6411 -5.0290 3.3428
C -1.8837 -5.2212 1.9708
C -1.3320 -4.3784 1.0374
C -0.4311 -3.3093 1.3935
O 0.1345 -2.6170 0.5068
H 1.3802 -0.9892 5.0595
H 1.2905 -2.7409 5.2673
H -0.1869 -1.7786 5.2902
H 4.3331 -1.4032 4.2749
H 6.0147 -0.8201 4.2627
H 6.7707 -0.1730 1.6689
H 7.0828 -1.2914 -0.5149
H 5.7251 -3.2804 -1.0933
H 4.0797 -4.1602 0.5367
H 3.7750 -3.0367 2.7176
H -0.6576 -3.8322 4.7873
H -2.0758 -5.6877 4.0861
H -2.5163 -6.0443 1.6496
H -1.5011 -4.5291 -0.0245
Cl -1.1319 2.2693 0.2839
C 0.3377 2.7468 1.1828
H 0.0095 3.1317 2.1422
H 0.8239 3.5074 0.5806
C -4.6606 -2.6115 2.9251
C -5.8987 -3.2715 2.3009
C -5.4766 -4.2266 1.1705
C -6.5250 -4.1532 3.3960
C -6.9386 -2.2334 1.7659
O -8.1192 -2.9476 1.3255
C -7.4345 -1.2075 2.8208
C -6.7005 0.1218 3.1102
C -5.5282 0.0637 4.0614
C -5.6883 -0.3637 5.3754
C -4.6056 -0.4674 6.2349
C -3.3418 -0.1326 5.7733
Cl -1.9713 -0.2858 6.8418
C -3.1548 0.3223 4.4813
C -4.2532 0.4264 3.6395
C -6.5672 -1.5601 0.4189
N -5.3546 -0.7541 0.3114
C -4.0776 -1.1028 0.0503
N -3.3097 -0.0376 0.0022
C -4.1909 0.9773 0.2154
N -5.4395 0.6004 0.3816
H -3.8281 -3.3129 2.9295
H -4.8491 -2.3218 3.9619
H -4.3274 -1.7231 2.3942
H -4.8895 -5.0443 1.5945
H -4.8442 -3.7438 0.4246
H -6.3482 -4.6473 0.6641
H -5.7414 -4.7992 3.8020
H -7.3135 -4.8092 3.0097
H -6.9208 -3.5684 4.2304
H -8.4953 -3.3907 2.0914
H -7.5766 -1.7416 3.7651
H -8.4305 -0.9371 2.4677
H -7.4525 0.7874 3.5429
H -6.3805 0.5870 2.1837
H -6.6769 -0.6320 5.7381
H -4.7345 -0.8089 7.2542
H -2.1616 0.5752 4.1271
H -4.1016 0.7678 2.6185
H -7.3861 -0.8907 0.1773
H -6.5470 -2.3380 -0.3384
H -3.7338 -2.1220 -0.0621
H -3.9032 2.0207 0.2312
F 2.7172 4.5691 -4.3966
C 3.0570 3.3397 -4.8124
C 4.0269 3.2517 -5.7912
F 4.5582 4.4084 -6.2175
C 4.4578 2.0481 -6.3549
C 3.8058 0.9463 -5.7964
C 2.8499 1.0393 -4.8045
F 2.3501 -0.1119 -4.3299
C 2.4113 2.2406 -4.2643
C 1.3589 2.3414 -3.2243
C 0.3050 1.4082 -3.1331
N -0.6040 0.6857 -3.0257
C 1.3281 3.3819 -2.2670
N 1.2864 4.2119 -1.4536
F 4.1229 -0.2883 -6.2164
C 5.4708 1.9511 -7.4008
C 5.9154 0.7152 -7.9526
N 6.3241 -0.2536 -8.4440
C 6.1127 3.0814 -7.9843
N 6.6721 3.9557 -8.5038
C 3.8028 3.8572 1.7318
C 2.7964 3.0881 2.5944
C 2.3800 1.6977 2.0806
N 1.1301 1.5494 1.3907
H 4.0281 4.8230 2.1957
H 3.4042 4.0404 0.7330
H 4.7324 3.2921 1.6354
H 1.8984 3.6958 2.7073
H 3.2027 2.9590 3.5953
*
```

The value obtained for the relative energy (zero: lowest compared OMol25 entry of this formula, charge and spin) is 49.0 kcal/mol.